--- P ---
5 unconnected molecules or ions with the total composition C2H13NO4. Source: the Open Molecules 2025 dataset; level of theory: ωB97M-V/def2-TZVPD.

The geometry in XYZ format:
```
20
Properties=species:S:1:pos:R:3:lowdin_charge:R:1
C 0.990 -2.760 3.227 -0.048
C 0.324 -1.871 2.469 -0.326
N 0.063 -1.990 1.135 0.044
H 1.390 -3.677 2.829 0.034
H 1.265 -2.436 4.222 0.031
H -0.072 -1.016 3.004 0.103
H 0.591 -2.567 0.503 0.087
H -0.236 -1.203 0.572 0.048
H 2.989 1.663 1.229 0.029
H 2.214 0.460 1.691 0.024
O 2.092 1.387 1.440 -0.067
H -1.414 0.266 -1.704 0.049
H -0.277 -0.684 -2.058 0.024
O -0.935 -0.502 -1.375 -0.054
H -0.114 -1.603 -4.772 0.039
H 1.286 -1.074 -4.480 0.040
O 0.388 -0.787 -4.689 -0.056
H -1.961 4.988 -0.581 0.032
H -3.061 5.802 0.022 0.033
O -2.875 5.247 -0.744 -0.065
```

Its frontier orbital gap is 8.2 eV. As for the multiplicity: 1. The SMILES is C=CN.O.O.O.O. The HOMO energy comes out at -7.84 eV.



--- Q ---
5 unconnected molecules or ions with the total composition C2H13NO4. Source: the Open Molecules 2025 dataset; level of theory: ωB97M-V/def2-TZVPD.

The geometry in XYZ format:
```
20
Properties=species:S:1:pos:R:3:lowdin_charge:R:1
C 0.208 1.452 1.451 -0.031
C -0.930 0.692 1.287 -0.254
N -1.033 -0.549 1.919 0.044
H 0.316 2.380 1.998 0.039
H 1.137 0.878 1.505 0.009
H -1.628 0.731 0.440 0.085
H -0.707 -0.553 2.871 0.095
H -1.985 -0.875 1.891 0.092
H 2.845 -1.589 -0.077 0.041
H 1.901 -0.811 0.759 0.003
O 2.292 -1.688 0.695 -0.038
H -2.085 0.188 -1.636 0.023
H -1.456 1.357 -2.271 0.017
O -2.266 1.128 -1.813 -0.060
H 0.667 0.222 -2.072 -0.003
H 1.916 0.982 -2.403 0.036
O 0.984 0.935 -2.646 -0.055
H 0.700 -1.695 -0.784 0.013
H -0.630 -1.558 -0.119 0.001
O -0.246 -1.626 -0.996 -0.056
```

Its frontier orbital gap is 8.1 eV. As for the multiplicity: 1. The SMILES is C=CN.O.O.O.O. The HOMO energy comes out at -8.00 eV.



--- R ---
5 unconnected molecules or ions with the total composition C2H13NO4. Source: the Open Molecules 2025 dataset; level of theory: ωB97M-V/def2-TZVPD.

The geometry in XYZ format:
```
20
Properties=species:S:1:pos:R:3:lowdin_charge:R:1
C -1.082 0.379 1.781 -0.051
C -0.710 1.478 1.057 -0.257
N -0.271 1.552 -0.274 0.053
H -1.814 -0.286 1.338 0.034
H -0.690 0.351 2.794 0.052
H -0.821 2.427 1.577 0.097
H 0.487 0.890 -0.400 0.050
H 0.127 2.454 -0.490 0.090
H -1.934 0.173 -0.712 0.017
H -3.131 -0.799 -0.806 0.067
O -2.165 -0.759 -0.859 -0.071
H 3.333 0.748 -1.068 0.039
H 2.735 0.020 0.087 0.017
O 2.809 0.917 -0.283 -0.064
H 1.015 -1.334 -0.013 -0.007
H 0.686 -1.297 1.439 0.012
O 1.421 -1.519 0.854 -0.072
H 0.304 -2.375 -2.425 0.057
H -0.623 -1.446 -1.714 0.002
O 0.325 -1.573 -1.884 -0.066
```

Its frontier orbital gap is 8.6 eV. As for the multiplicity: 1. The SMILES is C=CN.O.O.O.O. The HOMO energy comes out at -8.01 eV.



--- S ---
4 unconnected molecules or ions with the total composition C2H13NO4. Source: the Open Molecules 2025 dataset; level of theory: ωB97M-V/def2-TZVPD.

The geometry in XYZ format:
```
20
Properties=species:S:1:pos:R:3:lowdin_charge:R:1
C -0.487 -1.262 -0.254 -0.122
N -0.826 0.149 -0.291 -0.094
C -2.045 0.515 -0.845 -0.252
O -1.882 0.857 -2.294 -0.091
H -0.966 -1.968 -0.937 0.082
H -0.773 -1.711 0.724 0.072
H 0.581 -1.452 -0.326 0.068
H -0.033 0.713 -0.525 0.060
H -2.966 -0.032 -0.680 0.125
H -2.247 1.536 -0.501 0.121
H -1.648 0.151 -2.894 0.054
H 1.464 1.223 1.248 0.007
H 2.285 2.422 0.610 0.013
O 1.570 2.179 1.177 -0.058
H 2.642 -0.108 -1.085 0.064
H 1.234 0.466 -1.145 0.003
O 2.145 0.708 -0.936 -0.045
H 0.935 -0.859 2.518 0.014
H 0.075 -1.955 3.272 0.028
O 0.942 -1.572 3.164 -0.049
```

Its frontier orbital gap is 9.8 eV. As for the multiplicity: 1. The SMILES is CNCO.O.O.O. The HOMO energy comes out at -9.46 eV.



Energies relative to the minimum, kcal/mol: P 0.0; Q 37.0; R 12.2; S 17.3



--- P ---
4 unconnected molecules or ions with the total composition C2H13NO4. Source: the Open Molecules 2025 dataset; level of theory: ωB97M-V/def2-TZVPD.

The geometry in XYZ format:
```
20
Properties=species:S:1:pos:R:3:lowdin_charge:R:1
C -2.129 -0.633 1.021 -0.239
O -2.152 0.810 0.920 -0.098
C -1.322 -1.290 -0.092 -0.251
N 0.099 -1.277 0.183 -0.019
H -1.616 -0.779 1.974 0.107
H -3.162 -0.963 1.056 0.112
H -1.227 1.081 0.809 0.040
H -1.648 -2.342 -0.192 0.109
H -1.561 -0.823 -1.042 0.118
H 0.759 -1.251 -0.605 0.046
H 0.432 -1.797 0.978 0.089
H 3.015 1.864 -1.181 0.068
H 1.747 1.877 -0.251 0.029
O 2.095 1.600 -1.108 -0.040
H 0.695 1.217 2.372 0.061
H 0.672 0.260 1.096 0.005
O 0.777 1.190 1.409 -0.087
H 1.017 -0.863 -2.853 0.066
H 1.592 0.156 -1.786 -0.020
O 1.689 -0.744 -2.146 -0.096
```

Its frontier orbital gap is 9.9 eV. As for the multiplicity: 1. The SMILES is NCCO.O.O.O. The HOMO energy comes out at -9.24 eV.



--- Q ---
5 unconnected molecules or ions with the total composition C2H13NO4. Source: the Open Molecules 2025 dataset; level of theory: ωB97M-V/def2-TZVPD.

The geometry in XYZ format:
```
20
Properties=species:S:1:pos:R:3:lowdin_charge:R:1
C 0.927 -0.680 1.960 -0.139
C -1.174 -1.596 1.777 -0.079
N -0.299 -0.897 1.201 -0.083
H 0.894 -1.056 2.982 0.069
H 1.768 -1.164 1.449 0.071
H 1.172 0.379 1.904 0.072
H -2.178 -1.608 1.365 0.064
H -1.006 -2.318 2.586 0.078
H -1.145 2.507 -3.134 0.035
H -0.804 1.116 -2.393 0.005
O -0.671 2.074 -2.424 -0.059
H 3.533 -0.395 -1.438 0.036
H 2.035 -0.050 -1.386 0.027
O 2.655 -0.784 -1.466 -0.063
H -1.311 2.763 1.431 0.022
H -1.349 2.789 -0.073 0.011
O -1.870 3.053 0.703 -0.070
H -0.881 -1.538 -1.100 0.024
H 0.176 -1.604 -2.157 0.043
O -0.473 -0.990 -1.785 -0.064
```

Its frontier orbital gap is 10.6 eV. As for the multiplicity: 1. The SMILES is C=NC.O.O.O.O. The HOMO energy comes out at -9.94 eV.



Energies relative to the minimum, kcal/mol: P 0.0; Q 23.5



--- P ---
2 unconnected molecules or ions with the total composition C2H4O2. Source: the Open Molecules 2025 dataset; level of theory: ωB97M-V/def2-TZVPD.

The geometry in XYZ format:
```
8
Properties=species:S:1:pos:R:3:lowdin_charge:R:1
C 0.139 -0.729 -0.178 -0.009
C 1.291 0.090 -0.128 -0.247
O -1.105 0.780 0.377 -0.134
O 2.450 0.138 -0.400 0.053
H -2.076 0.692 0.335 0.084
H -0.099 -1.377 0.657 0.078
H -0.357 -0.918 -1.124 0.082
H -0.242 1.324 0.461 0.093
```

Its frontier orbital gap (alpha / beta) is 7.9 / 7.9 eV. As for the multiplicity: 1. The SMILES is C=C=O.O. The HOMO energy (alpha / beta) comes out at -7.54 / -7.54 eV.



--- Q ---
2 unconnected molecules or ions with the total composition C2H4O2. Source: the Open Molecules 2025 dataset; level of theory: ωB97M-V/def2-TZVPD.

The geometry in XYZ format:
```
8
Properties=species:S:1:pos:R:3:lowdin_charge:R:1
O -0.167 -2.744 -1.175 0.010
C 0.154 -2.223 -0.149 -0.158
H -0.364 -1.444 0.443 0.071
H 1.124 -2.458 0.347 0.079
O 0.511 2.928 0.402 -0.017
C -0.408 2.245 0.777 -0.144
H -0.365 1.878 1.814 0.079
H -1.216 2.021 0.068 0.080
```

Its frontier orbital gap is 10.9 eV. As for the multiplicity: 1. The SMILES is C=O.C=O. The HOMO energy comes out at -10.41 eV.



--- R ---
A single C2H4O2 molecule. Source: the Open Molecules 2025 dataset; level of theory: ωB97M-V/def2-TZVPD.

The geometry in XYZ format:
```
8
Properties=species:S:1:pos:R:3:lowdin_charge:R:1
C 0.735 0.397 -0.459 -0.041
C -0.205 -0.430 0.308 -0.658
H 1.196 1.232 0.317 0.142
H 0.126 1.036 -1.356 0.143
H 1.561 -0.344 -0.952 0.132
H -2.027 -0.532 0.863 0.132
O -1.450 0.079 0.365 0.073
O 0.064 -1.439 0.915 0.077
```

Its frontier orbital gap is 11.3 eV. As for the multiplicity: 1. The SMILES is CC(=O)O. The HOMO energy comes out at -10.54 eV.



Energies relative to the minimum, kcal/mol: P 94.3; Q 37.5; R 0.0



--- P ---
A single C2H4O2 molecule. Source: the Open Molecules 2025 dataset; level of theory: ωB97M-V/def2-TZVPD.

The geometry in XYZ format:
```
8
Properties=species:S:1:pos:R:3:lowdin_charge:R:1
C 0.972 0.052 -0.006 0.010
C -0.488 -0.251 0.014 -0.583
O -1.021 -1.348 0.127 0.060
O -1.290 0.817 -0.068 0.080
H -2.175 0.331 -0.036 0.157
H 1.142 1.126 0.109 0.086
H 1.396 -0.266 -0.961 0.095
H 1.465 -0.462 0.822 0.094
```

Its frontier orbital gap is 11.4 eV. As for the multiplicity: 1. The SMILES is CC(=O)O. The HOMO energy comes out at -10.62 eV.



--- Q ---
2 unconnected molecules or ions with the total composition C2H4O2. Source: the Open Molecules 2025 dataset; level of theory: ωB97M-V/def2-TZVPD.

The geometry in XYZ format:
```
8
Properties=species:S:1:pos:R:3:lowdin_charge:R:1
O 5.300 1.691 -5.132 -0.009
C 4.938 2.236 -4.133 -0.156
H 4.784 1.626 -3.174 0.098
H 4.252 3.049 -4.330 0.067
O -5.415 -1.184 3.797 -0.039
C -4.775 -2.177 4.157 -0.116
H -4.493 -3.032 3.549 0.070
H -4.591 -2.208 5.267 0.085
```

Its frontier orbital gap is 10.8 eV. As for the multiplicity: 1. The SMILES is C=O.C=O. The HOMO energy comes out at -10.16 eV.



--- R ---
A single C2H4O2 molecule. Source: the Open Molecules 2025 dataset; level of theory: ωB97M-V/def2-TZVPD.

The geometry in XYZ format:
```
8
Properties=species:S:1:pos:R:3:lowdin_charge:R:1
C 1.501 -0.413 0.031 0.011
C -0.820 0.406 0.150 -0.420
H 1.412 -1.099 -0.807 0.094
H 2.386 0.388 0.069 0.136
H 1.571 -0.686 1.026 0.052
H -1.141 1.449 0.040 0.144
O 0.421 0.602 -0.146 -0.091
O -1.460 -0.603 -0.031 0.073
```

Its frontier orbital gap is 11.4 eV. As for the multiplicity: 1. The SMILES is COC=O. The HOMO energy comes out at -10.61 eV.



--- S ---
2 unconnected molecules or ions with the total composition C2H4O2. Source: the Open Molecules 2025 dataset; level of theory: ωB97M-V/def2-TZVPD.

The geometry in XYZ format:
```
8
Properties=species:S:1:pos:R:3:lowdin_charge:R:1
O -1.405 0.463 -2.925 -0.047
C -2.226 -0.239 -2.309 -0.113
H -1.797 -1.206 -1.955 0.078
H -3.268 -0.002 -1.986 0.083
O 1.061 0.024 1.882 -0.027
C 2.182 0.248 2.307 -0.136
H 2.424 0.332 3.394 0.082
H 3.028 0.379 1.592 0.081
```

Its frontier orbital gap is 10.9 eV. As for the multiplicity: 1. The SMILES is C=O.C=O. The HOMO energy comes out at -10.14 eV.



Energies relative to the minimum, kcal/mol: P 0.0; Q 66.0; R 44.4; S 57.2



--- P ---
2 unconnected molecules or ions with the total composition C3H4NO. Source: the Open Molecules 2025 dataset; level of theory: ωB97M-V/def2-TZVPD.

The geometry in XYZ format:
```
9
Properties=species:S:1:pos:R:3:lowdin_charge:R:1
C -0.001 0.290 0.224 -0.404
C 0.641 0.653 1.228 -0.095
C -0.670 -0.302 -0.871 -0.280
N 1.684 1.943 3.007 -0.120
O 2.776 1.580 3.505 -0.239
H -1.517 -0.932 -0.643 0.041
H -1.259 0.321 -1.519 0.032
H -0.035 -0.855 -1.606 0.066
H 0.980 1.726 3.719 -0.001
```

Its frontier orbital gap is 7.6 eV. As for the multiplicity: 1. The total charge is -1. The HOMO energy comes out at -3.29 eV.



--- Q ---
A gas-phase ion, C3H4NO (charge -1). Source: the Open Molecules 2025 dataset; level of theory: ωB97M-V/def2-TZVPD.

The geometry in XYZ format:
```
9
Properties=species:S:1:pos:R:3:lowdin_charge:R:1
C 0.345 -1.682 1.809 0.031
C 0.211 -0.670 1.249 -0.248
C -0.280 0.885 -0.363 -0.156
N 0.575 0.628 0.789 -0.383
O 0.394 1.527 1.798 -0.386
H 0.361 -2.724 2.043 -0.016
H -0.035 1.716 -0.939 0.034
H -0.361 -0.009 -0.981 0.063
H -1.265 1.063 0.074 0.062
```

Its frontier orbital gap is 6.1 eV. As for the multiplicity: 1. The total charge is -1. The SMILES is C#CN(C)[O-]. The HOMO energy comes out at -1.63 eV.



Energies relative to the minimum, kcal/mol: P 21.9; Q 0.0